{"formula": "C30H46F2N2O16PS4V2", "method": "ωB97M-V/def2-TZVPD", "symbols": ["V", "V", "O", "C", "C", "O", "H", "H", "H", "H", "O", "P", "O", "F", "F", "C", "C", "C", "C", "C", "C", "N", "O", "O", "H", "H", "H", "H", "H", "C", "C", "C", "C", "C", "C", "N", "O", "O", "H", "H", "H", "H", "H", "C", "C", "C", "S", "O", "O", "C", "H", "H", "H", "H", "H", "H", "H", "H", "C", "C", "C", "S", "O", "O", "C", "H", "H", "H", "H", "H", "H", "H", "H", "C", "C", "C", "S", "O", "O", "C", "H", "H", "H", "H", "H", "H", "H", "H", "C", "C", "C", "S", "O", "O", "C", "H", "H", "H", "H", "H", "H", "H", "H"], "coordinates": [[-3.416753, -0.733208, -2.554928], [-3.878503, 1.398562, 0.124852], [-3.294903, 1.556452, -2.056988], [-3.514973, 2.218642, -3.262378], [-3.055113, 1.489592, -4.596178], [-2.913653, 0.050642, -4.619168], [-3.166793, 3.244722, -3.143898], [-4.595413, 2.316002, -3.368528], [-2.133483, 1.944032, -4.959748], [-3.846923, 1.798532, -5.278588], [-1.511073, -0.742368, -1.511468], [-0.958903, -0.134588, -0.220778], [-1.859093, 0.753902, 0.620102], [0.382297, 0.696172, -0.507178], [-0.432443, -1.440378, 0.596952], [4.553797, -1.350128, 2.769962], [4.276127, -0.625678, 3.917172], [3.516017, 0.533062, 3.839442], [2.989707, 0.935962, 2.611122], [3.160787, 0.063692, 1.482442], [3.958497, -1.008848, 1.569602], [2.342847, 2.246932, 2.379832], [2.035447, 2.925842, 3.359042], [2.281227, 2.649282, 1.239802], [5.292587, -2.134668, 2.841232], [4.817957, -0.855508, 4.822702], [3.511677, 1.193962, 4.693602], [2.811787, 0.262472, 0.479902], [4.081717, -1.603508, 0.676512], [0.680617, -3.768638, -2.403218], [1.523967, -2.765068, -1.938888], [2.829427, -2.753588, -2.434498], [3.319557, -3.741078, -3.273938], [2.459787, -4.734628, -3.704748], [1.103697, -4.710618, -3.299568], [4.741147, -3.697588, -3.682308], [5.376547, -2.653038, -3.712118], [5.296787, -4.784858, -3.895448], [-0.311813, -3.729368, -1.979018], [1.255677, -1.968878, -1.260288], [3.525457, -2.018828, -2.057598], [2.832587, -5.442448, -4.430278], [0.408837, -5.473458, -3.618398], [1.761527, 1.096072, -3.625108], [2.195087, 2.095912, -2.534498], [2.213267, 3.519972, -3.104818], [1.211227, 3.447952, -4.642168], [2.055907, 3.292462, -5.873048], [0.039387, 4.365812, -4.633268], [0.518157, 1.709242, -4.230638], [1.497337, 0.115472, -3.229218], [2.473977, 0.876372, -4.420238], [3.128897, 1.812652, -2.048838], [1.524557, 2.106712, -1.675208], [3.234357, 3.840112, -3.312128], [1.661637, 4.237712, -2.497658], [0.155597, 1.088272, -5.049818], [-0.203303, 1.848032, -3.425438], [-0.822093, 1.695112, 5.282802], [-0.788803, 1.069922, 3.856292], [-1.438293, -0.243728, 3.794802], [-1.325943, -1.038228, 5.515152], [-0.436333, -2.209638, 5.500942], [-2.676633, -1.053878, 6.114032], [-0.460333, 0.479432, 6.200782], [-1.818913, 2.033022, 5.566132], [-0.085243, 2.489292, 5.402952], [0.246107, 0.896492, 3.561372], [-1.106923, 1.728432, 3.048052], [-1.104403, -0.949138, 3.033862], [-2.515973, -0.110458, 3.700202], [0.586407, 0.201682, 6.077122], [-0.772333, 0.528232, 7.244032], [-3.009493, -4.307438, 1.863342], [-2.300703, -5.472408, 2.523982], [-2.237303, -6.592028, 1.491242], [-1.865673, -5.842948, -0.176318], [-2.865813, -6.320168, -1.128938], [-0.411053, -5.965158, -0.495428], [-2.280073, -4.113298, 0.504512], [-2.979713, -3.410458, 2.481922], [-4.034463, -4.671938, 1.794992], [-2.899753, -5.755918, 3.389352], [-1.285903, -5.270108, 2.866542], [-3.179793, -7.108118, 1.308322], [-1.452733, -7.327178, 1.670432], [-2.877873, -3.612238, -0.256858], [-1.306633, -3.652328, 0.671862], [-0.657813, 4.890912, -1.028558], [-0.101003, 5.184752, 0.410282], [-1.010263, 4.408642, 1.372392], [-2.700953, 4.668142, 0.747032], [-3.370213, 5.822032, 1.395032], [-3.355543, 3.359852, 0.636302], [-2.187653, 5.179352, -0.938978], [-0.443463, 3.863042, -1.321218], [-0.296803, 5.422502, -1.909008], [-0.185143, 6.246832, 0.640522], [0.938357, 4.899552, 0.572982], [-0.911243, 4.667302, 2.426612], [-0.827713, 3.344132, 1.225412], [-2.366533, 6.254282, -0.964108], [-2.961633, 4.833642, -1.624218]], "forces_ev_per_angstrom": [[2.748, 2.942, -2.791], [2.533, 1.618, -2.038], [-0.212, -3.145, 2.995], [-1.400, -0.213, -0.775], [0.291, -0.305, 0.311], [-1.387, 0.385, 3.689], [0.556, 0.014, -0.517], [-0.344, 0.151, -0.125], [0.166, -0.055, 0.088], [0.026, -0.140, -0.359], [-0.168, 0.728, 1.576], [0.270, -1.222, -1.241], [-0.229, -0.909, -0.596], [-1.974, -1.669, 0.690], [-0.491, 2.702, -0.806], [0.291, -0.182, 0.752], [0.508, 0.141, -0.564], [-0.137, 1.018, -0.313], [0.086, -1.656, -1.142], [-0.866, 2.549, 0.408], [0.554, -1.605, 0.101], [0.972, 0.395, 1.406], [-0.127, -0.760, -0.558], [-0.490, -0.142, -0.481], [-0.145, -0.254, -0.149], [-0.231, -0.051, 0.161], [-0.395, 0.091, 0.036], [-0.478, 0.617, 0.216], [0.303, -0.144, 0.035], [-0.500, 1.334, 1.081], [1.431, -0.382, -1.199], [0.431, 0.454, 0.884], [-0.798, 0.469, 0.147], [-0.518, 0.071, -0.505], [1.221, -0.566, -0.245], [2.003, -1.376, 0.033], [-1.380, -0.038, 0.190], [-1.378, 0.951, 0.059], [-0.277, -0.467, -0.349], [-0.315, -0.218, 0.088], [0.101, 0.230, -0.176], [-0.100, -0.281, 0.124], [0.138, -0.080, -0.165], [-0.552, -0.283, 0.412], [0.331, -0.315, 0.351], [-0.070, 0.020, -0.479], [-1.617, -1.818, -2.825], [-1.589, 0.791, 3.042], [2.318, -0.836, 0.354], [1.383, 0.911, 0.172], [0.088, -0.021, 0.379], [0.402, 0.431, 0.191], [0.376, 0.228, -0.421], [-0.420, -0.234, -0.381], [-0.273, 0.274, -0.274], [0.360, 0.022, 0.080], [-0.220, 0.759, -0.262], [-0.385, 0.118, -0.278], [-0.100, -1.936, 0.170], [1.800, 1.255, -0.212], [-1.958, -1.744, 0.962], [0.050, 1.342, 0.021], [-1.406, 1.461, 0.036], [1.854, -0.449, -1.062], [-0.289, -0.683, -0.659], [0.014, 0.205, -0.175], [-0.137, -0.041, -0.084], [0.430, 0.149, 0.418], [-0.548, 0.163, 0.221], [0.238, 0.117, 0.190], [-0.208, -0.232, -0.070], [0.111, 0.192, 0.300], [0.182, 0.174, -0.103], [0.716, -0.422, -0.762], [0.210, -0.602, 0.170], [0.364, -0.338, -0.905], [1.126, -0.327, 1.190], [0.905, 0.860, 0.654], [-2.975, 0.566, 0.580], [-0.292, -0.706, -0.203], [0.005, 0.057, -0.116], [-0.217, 0.530, -0.561], [0.235, -0.317, 0.063], [-0.037, 0.335, 0.012], [-0.068, 0.066, 0.194], [-0.071, 0.043, 0.037], [0.179, 0.101, -0.064], [-0.124, 0.093, -0.191], [-0.850, -0.373, 0.027], [-0.619, 0.373, -0.669], [-0.066, -0.399, -0.356], [0.958, 3.837, -0.113], [0.868, -2.919, -0.894], [-1.169, -1.257, 0.390], [-0.144, 0.263, 0.818], [-0.269, -0.373, 0.334], [0.366, 0.609, 0.482], [0.043, 0.108, -0.123], [-0.101, -0.174, -0.174], [-0.216, 0.112, -0.128], [-0.050, -0.155, 0.162], [0.258, 0.157, 0.399], [0.582, -0.767, -0.245]], "mulliken_charge": [0.67, 1.06, -0.11, -0.68, -0.14, -0.81, 0.06, 0.51, 0.16, 0.40, -0.24, 0.60, 0.00, 0.01, -0.22, -0.42, -0.84, -0.10, -0.44, 0.37, -0.78, 1.23, -0.61, -0.60, 0.42, 0.43, 0.52, 0.44, 0.43, -0.08, -0.45, -0.01, -0.15, -0.38, -0.79, 0.93, -0.56, -0.55, 0.25, 0.35, 0.37, 0.45, 0.41, -0.83, 0.44, -0.64, 1.05, -0.68, -0.62, -0.09, 0.05, 0.43, 0.63, -0.67, 0.43, 0.17, 0.68, -0.26, -0.82, 0.75, -0.46, 1.13, -0.64, -0.64, -0.85, 0.36, 0.42, -0.21, -0.38, 0.18, 0.22, 0.31, 0.53, -0.64, -0.67, -0.75, 1.12, -0.67, -0.58, -0.26, 0.22, 0.37, 0.36, 0.32, 0.37, 0.42, 0.35, 0.02, -0.05, -0.96, 0.13, 0.87, -0.64, -0.64, -0.89, -0.29, 0.69, 0.42, 0.36, 0.59, -0.46, 0.42, 0.37], "gap_ev": [5.884, 5.955], "charge": 1, "fmax_ev_per_a": 4.899, "s2": 12.03, "total_energy_ha": -6505.4644, "e_homo_ev": [-11.48, -11.68], "lumo_energy_ev": [-5.6, -5.7], "multiplicity": 7}